C44H35BrCl2N2O8RbTe as an isolated structure, computed with wB97M-V/def2-TZVPD.

Each line ends with the Löwdin charge.
Cartesian coordinates (Å):
Rb: -1.1421 -1.0037 0.9350  0.925
O: -5.4785 -3.0142 3.5198  0.097
C: -4.2813 -2.4161 3.3033  -0.454
O: -3.3021 -3.0380 2.9986  0.118
C: -4.3517 -0.9258 3.4461  -0.188
C: -5.5370 -0.2692 3.7356  0.011
C: -5.5193 1.1185 3.7686  -0.033
C: -4.3422 1.7803 3.4786  0.014
C: -3.2092 1.0214 3.2049  -0.188
N: -3.2023 -0.3025 3.2152  0.177
C: -1.9051 1.6594 2.7735  -0.552
O: -1.9428 2.2767 1.6148  0.091
O: -0.9021 1.5465 3.4406  0.093
H: -5.3218 -3.9572 3.3689  0.125
H: -6.4460 -0.8273 3.9044  0.115
H: -6.4243 1.6731 3.9801  0.111
H: -4.2963 2.8598 3.4256  0.130
H: -2.8577 2.1884 1.1156  0.059
Cl: -2.1216 -0.6744 -2.3809  0.581
C: -1.9307 -2.4275 -2.3055  -0.968
Cl: -2.6728 -3.1663 -0.8616  0.517
H: -0.8693 -2.6455 -2.2705  0.017
H: -2.4289 -2.8342 -3.1752  0.021
C: 5.9899 -0.1872 0.7678  -0.068
C: 4.5720 -0.5130 0.3800  -0.274
C: 3.9684 -1.7021 0.7254  -0.010
C: 2.6363 -2.0121 0.3928  -0.076
C: 2.0286 -3.2463 0.9094  -0.308
O: 0.8424 -3.3695 1.1792  0.031
C: 2.9058 -4.4576 1.1437  -0.149
C: 3.9137 -4.8310 0.2605  -0.036
C: 4.6357 -5.9979 0.4744  -0.088
C: 4.3672 -6.7870 1.5841  -0.103
C: 3.3637 -6.4168 2.4712  -0.086
C: 2.6283 -5.2642 2.2432  -0.020
C: 1.8502 -1.0904 -0.3790  -0.381
O: 0.6652 -1.3123 -0.7674  -0.277
C: 2.4983 0.1490 -0.7115  -0.115
C: 3.7939 0.4094 -0.3426  0.011
C: 1.7087 1.1608 -1.4770  -0.199
N: 1.4831 1.1024 -2.7237  0.086
C: 1.9041 -0.0542 -3.4813  -0.295
C: 3.0183 0.2816 -4.4794  -0.498
Te: 3.0673 2.2703 -5.2625  1.222
C: 3.7715 3.1348 -3.4780  -0.576
C: 3.0356 4.1413 -2.8612  -0.158
C: 3.4674 4.6935 -1.6614  -0.085
C: 4.6356 4.2391 -1.0667  -0.090
C: 5.3766 3.2364 -1.6811  -0.118
C: 4.9502 2.6911 -2.8846  -0.158
C: 1.1695 2.3435 -0.7313  -0.143
C: 1.5434 2.6116 0.5816  -0.017
C: 1.0542 3.7324 1.2421  -0.081
C: 0.1740 4.5870 0.6017  -0.099
C: -0.2315 4.3092 -0.7002  -0.082
C: 0.2594 3.1972 -1.3596  -0.039
H: 6.4260 -0.9942 1.3597  0.068
H: 6.0496 0.7274 1.3649  0.072
H: 6.6296 -0.0397 -0.1078  0.069
H: 4.5347 -2.4171 1.3135  0.115
H: 4.1235 -4.2039 -0.5972  0.118
H: 5.4091 -6.2899 -0.2257  0.097
H: 4.9367 -7.6925 1.7558  0.095
H: 3.1502 -7.0322 3.3369  0.098
H: 1.8218 -4.9746 2.9048  0.118
H: 4.2267 1.3712 -0.6141  0.101
H: 1.0206 -0.4270 -4.0057  0.109
H: 2.2721 -0.8684 -2.8476  0.107
H: 2.9738 -0.3568 -5.3634  0.030
H: 3.9980 0.1293 -4.0260  0.033
H: 2.0952 4.4636 -3.2878  0.089
H: 2.8652 5.4504 -1.1733  0.104
H: 4.9603 4.6534 -0.1201  0.101
H: 6.2864 2.8703 -1.2195  0.101
H: 5.5377 1.9110 -3.3562  0.094
H: 2.2141 1.9369 1.0977  0.116
H: 1.3410 3.9128 2.2704  0.105
H: -0.2264 5.4479 1.1241  0.099
H: -0.9495 4.9535 -1.1942  0.101
H: -0.0480 2.9620 -2.3704  0.112
Br: -9.1865 2.5557 -1.4852  0.692
C: -7.9309 1.1757 -1.1053  -0.681
C: -8.3008 -0.1427 -1.3136  -0.144
C: -7.3784 -1.1445 -1.0391  -0.075
C: -6.1149 -0.8241 -0.5647  -0.017
C: -5.7642 0.5037 -0.3545  -0.111
C: -6.6777 1.5146 -0.6285  -0.067
C: -4.3859 0.8396 0.1883  -0.593
O: -4.1733 2.0560 0.4755  -0.015
O: -3.5947 -0.0996 0.3685  -0.183
H: -9.2889 -0.3777 -1.6857  0.092
H: -7.6532 -2.1799 -1.2016  0.101
H: -5.3717 -1.5842 -0.3586  0.099
H: -6.3893 2.5427 -0.4586  0.110

As for the energy above the lowest of the compared OMol25 structures with the same formula, charge and spin: 0.0 kJ/mol. As for the largest force on an atom: 0.01877 hartree/bohr. The calculation puts the HOMO energy at -4.72 eV. The value obtained for the gap between HOMO and LUMO is 6.658 eV. For the molar mass, the calculation gives 1083.65 g/mol. The total charge is -1. Its calculated total energy is -168597.7980 eV.

=====

C44H35ClF10N4O3PV as an isolated structure, computed with wB97M-V/def2-TZVPD.

Each line ends with the Löwdin charge.
Cartesian coordinates (Å):
V: -1.2006 0.2971 0.4701  0.855
C: -3.3002 -1.4928 -1.1469  -0.083
N: -3.1206 -1.0059 0.2239  -0.268
C: -4.2591 -0.1192 0.6194  -0.158
C: -3.7899 1.2319 1.1644  -0.206
N: -2.7083 1.6569 0.3092  -0.089
C: -2.5746 2.8691 -0.2520  -0.183
C: -3.2002 4.0836 0.0683  -0.130
F: -4.0663 4.1492 1.1042  0.076
C: -2.9447 5.2558 -0.6235  -0.155
F: -3.5676 6.3891 -0.2541  0.098
C: -2.0512 5.2930 -1.6718  -0.180
F: -1.8068 6.4419 -2.3361  0.084
C: -1.4187 4.1165 -2.0348  -0.158
F: -0.5886 4.1053 -3.0838  0.118
C: -1.6705 2.9658 -1.3324  -0.139
F: -1.0624 1.8165 -1.7323  0.056
C: -2.9371 -2.1331 1.1556  -0.197
C: -2.3578 -1.6432 2.4667  -0.239
N: -1.1296 -0.9331 2.1474  -0.101
C: -0.2871 -0.5824 3.1758  -0.201
C: -0.6348 -0.2938 4.4992  -0.142
F: -1.9261 -0.3336 4.8833  0.085
C: 0.2856 0.1044 5.4525  -0.145
F: -0.1245 0.3814 6.7028  0.101
C: 1.6151 0.2503 5.1309  -0.154
F: 2.5107 0.6401 6.0555  0.095
C: 2.0130 -0.0266 3.8390  -0.145
F: 3.3100 0.0873 3.5067  0.104
C: 1.0901 -0.4436 2.9054  -0.161
F: 1.5450 -0.7222 1.6691  0.078
H: -4.2152 -2.0930 -1.2507  0.092
H: -2.4424 -2.1015 -1.4356  0.046
H: -3.3620 -0.6434 -1.8260  0.091
H: -4.9005 -0.6428 1.3377  0.117
H: -4.8534 0.0699 -0.2752  0.112
H: -3.4416 1.1222 2.2009  0.112
H: -4.6321 1.9243 1.1916  0.112
H: -2.2308 -2.8267 0.6964  0.091
H: -3.8859 -2.6648 1.3156  0.123
H: -2.1726 -2.5153 3.1111  0.120
H: -3.1065 -1.0339 2.9876  0.100
N: 1.6534 -0.0997 -1.7867  0.131
C: 2.6159 -0.9741 -1.2931  -0.341
C: 3.9624 -0.5952 -1.2938  -0.034
C: 4.9416 -1.4677 -0.8631  -0.093
C: 4.6051 -2.7429 -0.4207  -0.101
C: 3.2729 -3.1251 -0.4199  -0.080
C: 2.2633 -2.2656 -0.8553  -0.326
P: 0.4865 -2.6980 -0.8090  1.123
C: 0.4531 -4.1607 0.2885  -0.373
C: 0.2334 -3.9130 1.6447  -0.090
C: 0.2255 -4.9596 2.5582  -0.073
C: 0.4230 -6.2636 2.1250  -0.095
C: 0.6329 -6.5195 0.7751  -0.089
C: 0.6511 -5.4733 -0.1386  -0.099
C: 0.2019 -3.4326 -2.4637  -0.367
C: -0.9654 -4.1694 -2.6797  -0.129
C: -1.2693 -4.6711 -3.9365  -0.092
C: -0.4191 -4.4256 -5.0080  -0.102
C: 0.7371 -3.6874 -4.8075  -0.085
C: 1.0482 -3.1952 -3.5443  -0.075
H: 0.7476 -0.1894 -1.3544  0.011
H: 1.9285 0.8716 -1.7998  0.060
H: 4.2253 0.4051 -1.6263  0.101
H: 5.9760 -1.1442 -0.8618  0.100
H: 5.3689 -3.4254 -0.0711  0.094
H: 3.0045 -4.1134 -0.0627  0.098
H: 0.0577 -2.8903 1.9682  0.072
H: 0.0593 -4.7511 3.6084  0.104
H: 0.4137 -7.0804 2.8378  0.097
H: 0.7888 -7.5355 0.4322  0.098
H: 0.8251 -5.6772 -1.1894  0.105
H: -1.6360 -4.3685 -1.8492  0.102
H: -2.1745 -5.2498 -4.0789  0.099
H: -0.6586 -4.8077 -5.9932  0.096
H: 1.4065 -3.4901 -5.6361  0.100
H: 1.9573 -2.6234 -3.3992  0.100
C: 0.6880 6.8475 -0.5786  -0.026
C: 1.4504 5.6705 -1.1153  -0.197
C: 2.0300 5.6917 -2.3739  -0.076
C: 2.7329 4.5936 -2.8455  -0.671
Cl: 3.4394 4.6462 -4.4444  0.625
C: 2.8489 3.4526 -2.0838  -0.114
C: 2.2659 3.4064 -0.8207  -0.005
C: 1.5888 4.5170 -0.3286  -0.222
O: 1.0367 4.6058 0.9156  -0.018
C: 1.2423 3.5631 1.8797  -0.066
C: 0.1682 2.4892 1.7421  -0.605
O: -0.7107 2.4188 2.5944  0.053
O: 0.2998 1.7259 0.7074  -0.149
H: 0.5979 7.6257 -1.3364  0.080
H: 1.1859 7.2636 0.2999  0.088
H: -0.3145 6.5529 -0.2584  0.073
H: 1.9232 6.5689 -2.9996  0.112
H: 3.3857 2.5970 -2.4752  0.089
H: 2.3144 2.5027 -0.2336  0.095
H: 1.1459 4.0334 2.8531  0.129
H: 2.2383 3.1358 1.7704  0.125

As for the energy above the lowest of the compared OMol25 structures with the same formula, charge and spin: 0.0 kJ/mol. As for the largest force on an atom: 0.00776 hartree/bohr. The calculation puts the HOMO energy (alpha / beta) at -4.03 / -4.74 eV. The value obtained for the gap between HOMO and LUMO (alpha / beta) is 6.295 / 6.999 eV. For the molar mass, the calculation gives 975.14 g/mol. The total charge is -1. Its calculated total energy is -132975.3706 eV. Its spin multiplicity is 4.

=====

Among the records above, which one has the highest largest force on an atom?
C44H35BrCl2N2O8RbTe

=====

largest force on an atom of number 2 (C44H35ClF10N4O3PV)?
0.00776 hartree/bohr

=====

Number 1 is which compound?
C44H35BrCl2N2O8RbTe